Below is 6 unconnected molecules or ions with the total composition C2H16O5S, with properties calculated with ωB97M-V/def2-TZVPD.

Charge: -1
Calculated total energy in Ha: -860.13425
Energy above the lowest of the compared OMol25 structures with the same formula, charge and spin in kJ/mol: 0.0
Spin multiplicity: 2
E_LUMO (spin up / spin down) in hartree: 0.1214 / 0.1197
HOMO (spin up / spin down) in eV: -0.55 / -4.07

The geometry in XYZ format:
```
24
Properties=species:S:1:pos:R:3:forces:R:3
C -0.77701 1.52487 -1.77812 1.71 -0.36 2.17
S 1.02239 1.52533 -0.69275 -1.80 0.19 -1.27
C 1.53599 0.04660 -2.21185 0.94 0.06 -0.02
H -0.95439 0.49666 -2.11390 0.34 0.55 -0.50
H -1.52913 1.71326 -1.01697 -0.12 0.54 -0.22
H -0.60709 2.34703 -2.46774 -0.35 -0.42 -0.23
H 1.56394 0.36267 -3.25615 -0.31 0.17 0.02
H 0.82918 -0.73809 -1.99162 0.04 -0.35 -0.11
H 2.55398 -0.11742 -1.85993 -0.12 -0.38 -0.12
H 0.23914 -2.26118 -0.03143 0.17 0.22 0.12
H -0.83872 -3.25541 -0.61379 0.19 0.17 0.08
O -0.68016 -2.34337 -0.34865 -0.10 -0.30 -0.22
H -0.20980 2.00720 1.06616 -0.26 0.33 -0.05
H -1.50609 1.31810 0.97639 -0.22 0.00 0.53
O -1.05348 1.91908 1.59416 0.41 -0.37 -0.35
H 0.23360 0.89670 2.58436 -0.18 -0.32 0.08
H 1.42119 0.90037 3.54216 0.07 -0.07 -0.01
O 0.81051 0.29829 3.10762 -0.01 0.19 -0.02
H -2.46163 -1.17639 1.77724 -0.01 0.10 -0.01
H -1.97945 -1.41224 0.35172 -0.25 0.09 0.19
O -2.72377 -1.02466 0.86395 0.14 0.00 -0.08
H 1.60067 -1.09212 1.63095 -0.13 0.38 -0.18
H 1.74350 -0.55848 0.16740 -0.22 -0.17 0.56
O 1.76663 -1.37678 0.72078 0.08 -0.24 -0.34
```
Forces are in eV/Å.



Below is 6 unconnected molecules or ions with the total composition C2H16O5S, with properties calculated with ωB97M-V/def2-TZVPD.

Calculated total energy in Ha: -860.16930
Energy above the lowest of the compared OMol25 structures with the same formula, charge and spin in kJ/mol: 56.6
E_LUMO in hartree: 0.0162
HOMO in eV: -9.51
SMILES: CCS.O.O.O.O.O

The geometry in XYZ format:
```
24
Properties=species:S:1:pos:R:3:forces:R:3
C -3.00417 0.05707 -1.72529 -0.58 -0.60 0.19
C -2.45094 1.43517 -2.02916 -0.05 -0.58 -0.89
S -0.62171 1.42255 -2.11680 -0.34 0.24 0.39
H -2.44422 -0.73705 -2.22297 0.04 0.11 -0.14
H -3.02631 -0.20500 -0.66611 0.32 0.26 0.08
H -4.04432 -0.04763 -2.05296 0.09 0.18 -0.11
H -2.84175 2.17443 -1.33816 0.30 0.14 0.05
H -2.73543 1.72552 -3.04165 -0.29 0.06 0.16
H -0.52040 2.28755 -1.11592 0.54 0.09 0.26
O 4.07784 3.11497 1.57876 -0.42 -0.99 -0.03
H 4.85659 2.91624 1.06148 0.43 0.25 -0.19
H 3.66742 2.22469 1.63533 -0.12 0.66 0.34
O -0.80077 -2.12213 0.63915 -0.58 -0.50 -0.17
H -0.60169 -1.84047 -0.26486 0.29 -0.12 0.17
H -1.31422 -2.94439 0.52328 0.42 0.55 0.13
O 2.37139 0.75721 2.77068 0.24 -0.06 -1.37
H 2.09883 -0.17290 2.66768 -0.08 0.37 0.65
H 2.38122 1.00195 3.68502 -0.10 -0.19 0.71
O 0.82264 -2.03902 -1.91437 0.19 -1.09 0.35
H 0.24290 -1.34201 -2.15560 -0.96 1.17 -0.54
H 1.67774 -1.62725 -1.97552 0.68 0.11 0.08
O 1.10072 -1.83993 2.79821 -0.52 -0.41 -0.31
H 0.67217 -1.90453 1.92381 0.13 0.10 0.03
H 0.43647 -2.29505 3.33599 0.38 0.26 0.17
```
Forces are in eV/Å.



Below is 6 unconnected molecules or ions with the total composition C2H17N2O6, with properties calculated with ωB97M-V/def2-TZVPD.

Charge: +1
Calculated total energy in Ha: -647.11674
Energy above the lowest of the compared OMol25 structures with the same formula, charge and spin in kJ/mol: 161.6
E_LUMO in hartree: -0.1154
HOMO in eV: -14.01

The geometry in XYZ format:
```
27
Properties=species:S:1:pos:R:3:forces:R:3
N -0.62350 -0.56437 -1.98891 -1.01 -0.34 2.70
C 0.32349 -1.25331 -1.02583 2.77 -0.15 -1.83
C -0.18754 -2.39485 -0.20479 -1.64 -0.07 1.78
N -0.48683 -1.99596 1.09558 0.82 -0.51 -2.73
O -0.40395 -3.48316 -0.65982 0.09 -0.16 -0.38
H -0.37057 -0.84029 -2.92623 -0.19 0.84 -0.45
H -1.62326 -0.76636 -1.76946 0.39 -0.88 -0.30
H -0.64113 0.40379 -1.56602 0.62 0.47 -1.35
H 0.88686 -0.48658 -0.48404 -0.61 0.03 0.24
H 1.14222 -1.68290 -1.66389 -0.87 0.19 0.41
H -0.05992 -1.09879 1.25979 -0.21 -0.01 1.71
H -0.93955 -2.67963 1.67841 0.36 0.26 0.58
H -0.30547 0.72682 2.77163 -0.51 -0.31 -0.09
H 1.00740 1.14725 2.23725 0.22 0.00 -0.85
O 0.21924 0.60805 1.96976 0.24 0.50 1.04
H -1.80920 1.32462 -0.20583 -0.12 0.10 0.88
H -0.34259 1.43875 0.53797 -0.90 -0.44 0.65
O -0.89737 1.62415 -0.24159 0.67 0.16 -1.77
H 2.09251 2.89045 1.14986 0.79 -0.34 -0.46
H 2.91662 1.50838 1.46006 0.39 0.54 -0.89
O 2.29149 2.16969 1.75181 -0.77 -0.08 1.57
H -3.55332 -1.22094 0.37278 0.10 0.04 -0.02
H -2.04970 -0.82810 0.51713 0.27 -0.36 0.91
O -2.75343 -0.97319 -0.10388 -0.72 0.54 -1.16
H 2.54810 2.02220 -1.97467 -0.56 0.18 -0.32
H 1.34003 2.24557 -0.91986 -0.41 0.08 -0.88
O 2.27939 2.15873 -1.06719 0.79 -0.27 0.99
```
Forces are in eV/Å.



Below is a molecular structure, C2H17O9Zn2, with properties calculated with ωB97M-V/def2-TZVPD.

Charge: +3
Calculated total energy in Ha: -4320.94657
Energy above the lowest of the compared OMol25 structures with the same formula, charge and spin in kJ/mol: 246.2
E_LUMO in hartree: -0.6017
HOMO in eV: -18.30

The geometry in XYZ format:
```
30
Properties=species:S:1:pos:R:3:forces:R:3
Zn 1.35607 1.61094 -2.57429 -0.56 -0.24 2.26
Zn -2.97656 0.01241 -3.26633 1.16 -0.04 2.18
C -1.22507 -0.37279 0.43016 -0.49 0.71 -0.16
C -0.73810 0.25996 -0.85588 0.25 -0.41 3.80
O 0.27833 0.96761 -0.77256 1.02 0.64 -2.28
O -1.31158 0.00884 -1.95136 -2.68 -0.28 -4.74
H -0.74038 -1.32527 0.64452 0.27 0.16 -0.10
H -2.30134 -0.54511 0.42300 0.01 0.01 -0.13
H -1.00203 0.33542 1.22816 -0.01 -0.30 0.14
O -0.03746 -2.82482 -1.22753 -0.01 0.20 0.17
H 0.55981 -2.73413 -1.97001 0.36 -0.35 -0.20
H -0.71910 -2.17195 -1.38673 -0.26 -0.11 -0.01
O 2.33625 2.97816 -1.38638 -0.67 -0.67 -1.54
H 2.59750 2.91031 -0.46803 -0.09 -0.61 1.08
H 2.78468 3.76099 -1.70625 0.33 0.61 -0.48
O -0.38174 -1.06390 3.39948 -0.24 0.14 -0.57
H -0.31361 -0.45036 4.13103 0.01 0.13 0.37
H 0.36441 -1.65317 3.51018 0.26 -0.27 0.17
O 0.86567 -4.71132 1.19643 0.36 0.02 0.16
H 0.79120 -3.85633 0.77255 0.02 0.32 -0.29
H -0.02547 -5.06069 1.19023 -0.41 -0.39 0.08
O 1.37572 1.74097 2.00948 0.37 0.11 -0.39
H 0.75394 2.34957 2.40850 -0.02 0.18 0.30
H 0.86421 1.27420 1.34864 -0.12 -0.21 -0.02
O -2.00197 2.96878 2.30821 0.14 -0.34 -0.61
H -1.12668 3.34855 2.38487 0.05 0.45 0.17
H -2.03710 2.30569 2.99764 -0.23 -0.11 0.43
O 0.74298 0.22121 -3.97483 0.69 0.75 0.60
H 1.37692 -0.20975 -4.54809 0.78 -0.26 -0.54
H -0.10947 -0.07399 -4.29487 -0.28 0.14 0.16
```
Forces are in eV/Å.



Below is 9 unconnected molecules or ions with the total composition C2H18NO11, with properties calculated with ωB97M-V/def2-TZVPD.

Charge: -1
Calculated total energy in Ha: -969.51123
Energy above the lowest of the compared OMol25 structures with the same formula, charge and spin in kJ/mol: 46.7
E_LUMO in hartree: 0.1139
HOMO in eV: -6.37

The geometry in XYZ format:
```
32
Properties=species:S:1:pos:R:3:forces:R:3
O 2.53712 0.38035 -2.00495 1.08 0.76 0.73
C 2.01385 1.05882 -1.13599 -2.41 -2.30 -1.88
N 0.70798 0.75398 -0.77820 1.69 -0.04 -0.74
C -0.00276 -0.41540 -1.10708 -2.84 -2.23 -2.14
O -0.25093 -0.76892 -2.31603 1.78 1.25 1.56
O -0.58040 -1.05564 -0.16720 1.33 0.78 0.52
H 2.39424 1.92510 -0.63912 0.59 0.66 0.35
H 0.29040 1.29881 -0.08906 -0.74 0.91 1.74
H -2.01701 -0.19708 0.68998 -0.17 1.28 0.69
H -2.44785 0.81662 -0.28308 -0.60 0.14 1.35
O -2.46961 0.69322 0.73650 0.54 -1.11 -1.89
H 2.68632 -1.73905 -1.23410 -0.04 -0.05 0.09
H 1.27958 -2.31108 -1.18349 1.36 -0.21 0.80
O 2.15925 -2.35970 -0.70413 -1.19 0.29 -0.99
H 0.16227 0.34243 2.99621 -0.84 -1.01 -0.19
H 0.28405 1.81911 2.69596 -4.03 5.95 -1.26
O 0.71304 1.08668 2.84730 5.07 -4.72 1.27
H -1.71980 3.40283 0.50034 -0.03 0.78 -0.36
H -1.53115 2.14590 1.13511 -0.38 -1.69 0.39
O -1.07724 2.98110 1.06589 0.56 0.88 0.01
H -1.87186 0.61671 -2.55343 -1.30 -0.05 0.95
H -2.98454 -0.33967 -2.00801 0.32 1.09 0.49
O -2.71881 0.63094 -2.01578 0.85 0.40 -1.43
H -1.90585 -1.72743 -1.97054 4.00 0.02 -2.49
H -2.23122 -1.77762 -0.53455 -0.41 0.14 -1.65
O -2.63632 -1.75893 -1.44852 -4.13 -1.80 3.57
H 0.35911 -1.89321 1.12671 1.29 1.24 2.42
H 1.79326 -1.90307 1.99070 -3.46 0.80 0.14
O 0.78524 -1.59995 2.04110 2.10 -2.21 -1.99
H 2.52700 -0.59815 0.91959 1.07 1.15 0.93
H 2.59021 0.51196 1.98348 -0.88 0.37 0.57
O 3.16238 -0.01966 1.44438 -0.18 -1.46 -1.59
```
Forces are in eV/Å.



Below is 6 unconnected molecules or ions with the total composition C2H18NO5, with properties calculated with ωB97M-V/def2-TZVPD.

Charge: +1
Calculated total energy in Ha: -517.66524
Energy above the lowest of the compared OMol25 structures with the same formula, charge and spin in kJ/mol: 224.7
E_LUMO in hartree: -0.1121
HOMO in eV: -14.57

The geometry in XYZ format:
```
26
Properties=species:S:1:pos:R:3:forces:R:3
C -0.88412 -1.47366 0.43410 -4.03 -1.04 0.87
N 0.32133 -0.65969 0.59639 0.74 1.11 -1.73
C 1.10710 -0.86754 1.86827 1.06 -2.32 0.38
H -1.68129 -0.92685 -0.23272 1.84 -1.03 1.56
H -0.85537 -2.51509 0.05184 1.23 0.85 -0.24
H -1.38182 -1.68552 1.45803 0.88 1.03 -1.57
H -0.02354 0.33767 0.51303 0.72 -1.31 0.65
H 0.92028 -0.74108 -0.30067 -0.71 -0.26 1.70
H 0.52933 -0.68414 2.80097 0.29 0.44 -1.21
H 2.09897 -0.36622 1.82952 -1.04 0.14 -0.06
H 1.38298 -1.97563 1.92632 -0.47 1.34 -0.40
H 1.90478 1.74704 -1.64780 0.03 -0.40 0.90
H 0.65116 1.19513 -1.98124 -3.41 -0.72 -3.27
O 1.16899 1.23359 -1.24753 3.59 1.15 1.92
H -1.90400 1.08459 -2.85994 -0.95 0.54 -0.40
H -2.21154 0.23005 -1.57944 -1.69 0.01 0.71
O -1.57829 0.48568 -2.20902 2.66 -0.32 -0.51
H 0.34666 2.29909 -0.12413 -0.87 -0.11 0.50
H 0.46467 3.28927 1.09592 -3.19 -3.18 -1.37
O -0.22066 2.51563 0.66594 4.18 3.97 0.43
H 0.79595 -2.57603 -2.56285 -3.49 -3.08 -2.08
H 1.57571 -1.31602 -2.89123 -0.10 0.09 -0.61
O 1.40959 -2.01089 -2.26531 3.52 3.10 2.88
H -1.91513 1.08758 2.72315 0.77 -0.54 -0.24
H -0.92793 1.50291 1.66557 0.38 1.02 -0.46
O -1.09382 0.79012 2.27282 -1.95 -0.47 1.63
```
Forces are in eV/Å.



Below is 6 unconnected molecules or ions with the total composition C2H18NO5, with properties calculated with ωB97M-V/def2-TZVPD.

Charge: +1
Calculated total energy in Ha: -517.72907
Energy above the lowest of the compared OMol25 structures with the same formula, charge and spin in kJ/mol: 57.1
E_LUMO in hartree: -0.0965
HOMO in eV: -14.63

The geometry in XYZ format:
```
26
Properties=species:S:1:pos:R:3:forces:R:3
C -1.10507 -0.08779 -3.10490 0.14 -0.02 1.06
C 0.37032 -0.05814 -2.65575 -0.83 0.17 -1.90
N 0.65909 0.20138 -1.21676 0.04 -1.32 0.65
H -1.54850 -1.06472 -2.87254 -0.18 0.41 -0.22
H -1.65190 0.71851 -2.61451 -0.19 -0.15 0.18
H -1.18133 0.15734 -4.16757 0.22 -0.45 0.11
H 0.83367 -0.99036 -2.98414 0.34 0.31 0.41
H 0.77322 0.77140 -3.24411 0.52 -0.16 0.49
H 1.49558 0.77234 -1.16132 -0.21 0.51 0.38
H 0.92042 -0.62940 -0.66927 0.28 -0.38 -0.64
H -0.10732 0.53545 -0.60701 0.01 1.16 -0.35
H -0.14178 -1.34761 4.59147 0.44 -0.17 0.08
H -0.88104 -0.51993 3.60814 0.20 0.26 -0.26
O 0.02182 -0.80299 3.81425 -0.76 -0.10 0.11
H 0.46565 1.73419 1.23472 -0.30 -0.11 0.38
H -1.04515 2.19376 1.38976 0.32 -0.46 -0.29
O -0.40361 1.75894 0.80390 -0.06 0.19 -0.22
H 2.62044 0.40880 2.23041 -1.09 -0.63 0.08
H 1.22398 -0.42462 2.36315 0.29 -0.11 0.86
O 1.71369 0.25521 1.89270 0.91 0.91 -1.11
H 2.83280 -3.23832 -1.65661 -0.59 0.29 0.01
H 1.28950 -3.25018 -1.74922 -0.39 -0.71 -0.09
O 2.03736 -2.67487 -1.65214 0.86 0.47 0.14
H -3.74017 1.41922 2.83318 -0.20 0.31 0.18
H -2.60750 2.50554 3.00049 -0.65 -0.42 0.12
O -2.84418 1.65683 2.59365 0.87 0.21 -0.15
```
Forces are in eV/Å.